No. 1
ORCA calculation (ωB97M-V with the def2-TZVPD basis set) on C2H6N6 as an isolated structure.

Last column: natural (NBO) charge in e.
Positions of all 14 atoms, in Å:
C  1.131307  -0.206864  -0.001042  0.505
C  -1.246732  -0.026931  0.085768  0.556
H  1.237709  1.903956  -0.486906  0.393
H  -0.514008  2.280832  -0.897380  0.349
H  2.915165  -0.397180  -0.049379  0.356
H  0.791384  -1.740162  1.447328  0.325
H  -1.328423  -2.438522  -0.180741  0.401
H  -3.123875  -0.048796  -0.103970  0.362
N  0.194058  2.087581  0.010070  -0.623
N  0.038864  0.587254  0.317036  -0.327
N  2.252549  0.414414  0.013548  -0.699
N  0.746388  -1.634410  0.007996  -0.391
N  -0.742811  -1.303220  -0.337197  -0.517
N  -2.351571  0.522045  0.174872  -0.691

Forces on atoms 1 to 6 (eV/Å):
C -0.2 1.4 2.0
C 4.5 -1.4 0.2
H -3.1 1.4 1.5
H 2.2 -0.9 3.0
H 0.2 1.3 -0.3
H -0.2 0.2 -4.8

For the HOMO energy, the calculation gives -9.229 eV. The energy above the lowest of the compared OMol25 structures with the same formula, charge and spin comes out at 112.2 kcal per mole. As for the total charge: 0. Its lowest unoccupied orbital energy is -0.3 eV. Its frontier orbital gap is 8.9 eV.



No. 2
ORCA calculation (ωB97M-V with the def2-TZVPD basis set) on C49H50CoN3OPTe as an isolated structure.

Last column: Mulliken charge in e.
Positions of all 106 atoms, in Å:
Co  0.184678  0.402145  0.397924  -0.204
C  6.757647  2.211744  0.666546  -1.504
C  6.338173  1.349348  -0.535523  1.644
C  6.530568  2.144814  -1.838182  -1.492
C  7.213381  0.097737  -0.581687  -2.089
C  4.865909  1.007668  -0.397069  0.483
C  4.383738  -0.299259  -0.347192  -0.637
C  3.030922  -0.522544  -0.208919  -0.915
N  2.128186  0.460774  -0.134508  -0.469
C  2.566627  1.742676  -0.203843  0.373
C  3.910923  2.026104  -0.322653  -0.704
C  1.517925  2.799081  -0.176276  0.565
C  1.795148  4.151324  -0.276530  -0.568
C  0.766004  5.091488  -0.288948  0.336
C  -0.539574  4.594317  -0.218138  -0.851
C  -0.750599  3.240577  -0.107410  -0.762
N  0.253027  2.355228  -0.075795  -0.146
C  1.012088  6.586577  -0.383314  2.084
C  2.498857  6.922112  -0.496082  -2.118
C  0.444570  7.254863  0.880759  -1.552
C  0.281554  7.122367  -1.627050  -1.612
H  7.815387  2.459059  0.579742  0.456
H  6.612205  1.678060  1.607375  0.380
H  6.205460  3.151301  0.712535  0.334
H  7.588787  2.369823  -1.968949  0.458
H  5.993868  3.094417  -1.823219  0.335
H  6.197379  1.572690  -2.705546  0.368
H  8.256908  0.394480  -0.676316  0.442
H  6.977540  -0.532963  -1.441340  0.389
H  7.126511  -0.495593  0.330962  0.405
H  5.050448  -1.146314  -0.408440  0.669
H  2.648546  -1.534447  -0.147247  1.029
H  4.238247  3.053504  -0.369145  0.539
H  2.816340  4.489023  -0.349866  0.610
H  -1.391050  5.259296  -0.242909  0.518
H  -1.751430  2.833403  -0.023505  0.553
H  3.067749  6.558430  0.362664  0.458
H  2.619642  8.004176  -0.523308  0.429
H  2.938064  6.523792  -1.413444  0.433
H  1.042717  7.005646  1.759256  0.350
H  -0.589781  6.965934  1.070659  0.336
H  0.465152  8.337393  0.755950  0.458
H  0.575859  6.579816  -2.526755  0.376
H  0.536950  8.172119  -1.768456  0.469
H  -0.802266  7.061874  -1.522882  0.332
O  -1.973096  -0.490626  -1.255261  -0.416
N  -1.812607  -0.087554  0.093497  0.371
C  -2.728521  -0.572387  0.844239  -0.536
C  -2.847443  -0.433812  2.290099  0.677
C  -4.149842  -0.603039  2.772098  -1.068
C  -4.441716  -0.460149  4.118317  -0.785
C  -3.422389  -0.175540  5.011607  -0.775
C  -2.116967  -0.035177  4.553031  -0.390
C  -1.809213  -0.159330  3.203997  0.097
P  -0.063165  0.008445  2.733223  2.096
C  0.777060  -1.487363  3.312193  0.522
C  2.147813  -1.591620  3.051446  -0.538
C  2.855271  -2.706975  3.469219  -1.019
C  2.200423  -3.730556  4.146036  -0.585
C  0.838744  -3.637620  4.394104  -0.981
C  0.122018  -2.523700  3.972574  -0.669
C  0.570721  1.415650  3.675841  0.302
C  1.571460  1.285394  4.635530  -0.346
C  2.025665  2.409258  5.312647  -0.795
C  1.482588  3.655845  5.039669  -0.693
C  0.476897  3.786151  4.088662  -0.753
C  0.023662  2.671650  3.404259  -0.517
H  -2.173666  0.312346  -1.760551  0.342
H  -3.538047  -1.095639  0.336576  0.488
H  -4.947352  -0.835315  2.076772  0.465
H  -5.459242  -0.575845  4.465142  0.455
H  -3.634243  -0.066365  6.066757  0.468
H  -1.327918  0.185042  5.262632  0.544
H  2.670099  -0.781337  2.553861  0.850
H  3.920656  -2.769367  3.289595  0.516
H  2.757061  -4.590826  4.493709  0.467
H  0.329475  -4.425620  4.933789  0.527
H  -0.936898  -2.460822  4.187025  0.340
H  1.987992  0.314487  4.869544  0.441
H  2.796554  2.306535  6.064381  0.483
H  1.833252  4.526260  5.577658  0.445
H  0.038504  4.755743  3.891759  0.559
H  -0.775787  2.777208  2.678572  0.486
Te  0.001042  -3.443054  -0.437726  0.833
C  1.744453  -4.074408  -1.335804  0.540
C  2.455314  -5.178685  -0.846232  -0.397
C  3.621121  -5.559908  -1.479400  -0.672
C  4.061923  -4.865813  -2.605259  -0.524
C  3.347583  -3.773975  -3.097460  -0.691
C  2.194316  -3.364448  -2.460434  -0.418
C  -0.709276  -5.253747  0.340725  0.103
C  -1.561745  -6.007891  -0.457876  -0.569
C  -2.010564  -7.228546  0.024256  -0.638
C  -1.607105  -7.678000  1.274356  -0.559
C  -0.755706  -6.910583  2.060329  -0.587
C  -0.300076  -5.685556  1.598274  0.007
H  2.087619  -5.741320  0.002775  0.427
H  4.180590  -6.410258  -1.114494  0.458
H  4.963560  -5.185585  -3.110748  0.458
H  3.689022  -3.256164  -3.983323  0.474
H  1.634793  -2.518100  -2.843012  0.455
H  -1.874000  -5.666723  -1.437361  0.448
H  -2.673410  -7.829764  -0.582910  0.425
H  -1.959140  -8.633481  1.638915  0.428
H  -0.446234  -7.267738  3.033233  0.460
H  0.357035  -5.081243  2.212606  0.475

Forces on atoms 1 to 6 (eV/Å):
Co -0.4 0.3 0.4
C 0.0 0.0 0.0
C 0.0 0.0 0.0
C 0.0 0.0 0.0
C 0.0 0.0 0.0
C 0.0 0.0 0.0

For the HOMO energy (spin up / spin down), the calculation gives -15.669 / -16.004 eV. The multiplicity is 5. As for the total charge: +3. Its lowest unoccupied orbital energy (spin up / spin down) is -7.9 / -10.6 eV. Its frontier orbital gap (spin up / spin down) is 7.8 / 5.4 eV. Its expectation value of S² is 6.022.



No. 3
ORCA calculation (ωB97M-V with the def2-TZVPD basis set) on C23H16Br2ClN2O5PbS as an isolated structure.

Last column: natural (NBO) charge in e.
Positions of all 51 atoms, in Å:
Pb  0.886957  0.258605  -3.358465  1.368
O  2.997253  1.222181  -3.028528  -0.662
N  3.156983  2.008258  -1.979942  0.023
C  4.369516  1.995527  -1.384267  0.033
C  4.653922  2.807307  -0.322057  -0.261
C  3.659392  3.666923  0.143777  -0.166
C  2.428705  3.656971  -0.462951  -0.242
C  2.143475  2.798602  -1.536362  0.056
S  0.583123  2.737613  -2.260723  -0.317
H  5.061759  1.301107  -1.833608  0.236
H  5.634212  2.766699  0.128398  0.232
H  3.848224  4.327722  0.978759  0.226
H  1.631359  4.302989  -0.124549  0.235
Br  -0.523303  -5.150261  -2.733058  0.149
C  -1.429976  -3.726045  -1.954582  -0.080
C  -2.271532  -3.938498  -0.884348  -0.269
C  -2.932557  -2.879702  -0.296742  0.003
Br  -4.030837  -3.237313  1.182983  0.113
C  -2.795719  -1.531197  -0.769286  -0.168
C  -3.499514  -0.439427  -0.245655  -0.111
C  -3.269279  0.812485  -0.756028  -0.244
C  -2.304275  0.965332  -1.747888  0.081
N  -1.632410  -0.051176  -2.265894  -0.471
C  -1.892951  -1.283225  -1.814548  0.226
C  -1.176315  -2.398307  -2.486984  0.443
O  -0.454559  -2.196159  -3.453741  -0.554
H  -2.406765  -4.938052  -0.496692  0.247
H  -4.208538  -0.581700  0.558246  0.240
H  -3.796286  1.674384  -0.371742  0.237
H  -2.060104  1.949950  -2.125684  0.212
C  -0.069632  -1.995017  2.905645  -0.648
C  -0.475743  -0.611260  2.485097  -0.056
C  -1.771705  -0.167578  2.737929  -0.234
C  -2.165845  1.111997  2.395164  -0.046
Cl  -3.804108  1.617253  2.726302  -0.023
C  -1.295441  1.986503  1.772473  -0.236
C  -0.009197  1.552400  1.502794  -0.237
C  0.406912  0.277913  1.864247  0.352
O  1.738816  0.004820  1.663663  -0.525
C  2.102879  -1.132434  0.878574  -0.158
C  1.228247  -1.275262  -0.367755  0.781
O  0.425275  -2.204700  -0.418864  -0.693
O  1.426763  -0.371836  -1.253754  -0.845
H  -0.818121  -2.420771  3.572531  0.216
H  0.886806  -1.977709  3.430951  0.222
H  0.031622  -2.645845  2.034765  0.248
H  -2.475336  -0.831060  3.225006  0.224
H  -1.618175  2.980808  1.495310  0.227
H  0.704761  2.195927  1.008204  0.230
H  2.047683  -2.049184  1.462416  0.183
H  3.133579  -0.946547  0.581466  0.203

Forces on atoms 1 to 6 (eV/Å):
Pb 0.0 0.0 0.1
O 0.0 0.0 0.0
N 0.0 0.0 0.0
C 0.0 0.0 0.0
C 0.0 0.0 0.0
C 0.0 0.0 0.0

For the HOMO energy (spin up / spin down), the calculation gives -8.115 / -8.233 eV. The multiplicity is 2. The energy above the lowest of the compared OMol25 structures with the same formula, charge and spin comes out at 0.0 kcal per mole. As for the total charge: 0. Its lowest unoccupied orbital energy (spin up / spin down) is -0.4 / -2.2 eV. Its frontier orbital gap (spin up / spin down) is 7.8 / 6.0 eV. Its expectation value of S² is 0.789.



No. 4
ORCA calculation (ωB97M-V with the def2-TZVPD basis set) on a 2-piece molecular cluster, C7H19N4O2 overall.

Last column: natural (NBO) charge in e.
Positions of all 32 atoms, in Å:
C  1.139085  1.079379  2.827084  -0.615
C  0.488722  3.662581  0.693187  -0.615
C  -2.727037  -3.471331  -1.827212  -0.420
C  1.979566  1.110032  1.554597  -0.229
C  1.215611  2.680868  -0.212735  -0.230
C  0.568191  -1.832858  -1.217495  -0.455
C  -1.575989  -1.321429  -1.881092  -0.020
N  1.200139  1.332661  0.339120  -0.224
N  0.814871  -0.880151  -0.254035  0.135
N  1.090432  0.361565  -0.584171  0.447
N  -2.111687  -2.359404  -2.499719  -0.528
O  0.444839  -1.125963  1.049016  -0.506
O  1.136857  0.612984  -1.796034  -0.427
H  0.590803  2.005430  2.956175  0.220
H  0.428065  0.259706  2.814908  0.220
H  1.801149  0.951335  3.678401  0.228
H  -0.527813  3.328102  0.881867  0.218
H  1.003292  3.797053  1.639286  0.211
H  0.446364  4.625332  0.193616  0.238
H  -2.047139  -4.325034  -1.771373  0.208
H  -3.017275  -3.181227  -0.819362  0.214
H  -3.616619  -3.782011  -2.374528  0.229
H  2.701384  1.928476  1.624760  0.221
H  2.549204  0.182430  1.456599  0.213
H  0.718253  2.642677  -1.183443  0.244
H  2.248783  3.005927  -0.378547  0.205
H  0.526327  -2.838839  -0.836970  0.213
H  1.106169  -1.675102  -2.134774  0.250
H  -1.231320  -0.495714  -2.478969  0.232
H  -1.909002  -1.122720  -0.874044  0.205
H  0.725202  -2.021848  1.300409  0.509
H  -1.900345  -2.501843  -3.478630  0.408

Forces on atoms 1 to 6 (eV/Å):
C 0.1 -0.1 -0.1
C 0.1 -0.2 0.0
C -0.2 -0.4 0.1
C 0.1 -0.4 0.7
C -0.3 0.5 -0.5
C -1.8 0.0 -1.2

For the HOMO energy (spin up / spin down), the calculation gives -10.880 / -10.881 eV. The energy above the lowest of the compared OMol25 structures with the same formula, charge and spin comes out at 113.1 kcal per mole. As for the total charge: +1. Its lowest unoccupied orbital energy (spin up / spin down) is -3.7 / -3.7 eV. Its frontier orbital gap (spin up / spin down) is 7.2 / 7.2 eV.



E_tot in eV, matching the order above: -11105.435 -112327.751 -206018.881 -17609.203